Entry 1:
Here is a structure of composition C40H56Br2N6OP3Pt from the OMol25 dataset. Energies are from ωB97M-V with the def2-TZVPD basis set.

XYZ file:
```
109
Properties=species:S:1:pos:R:3:mulliken_charge:R:1
Pt -1.861 -0.282 1.146 2.52
C -1.109 2.830 2.300 -0.98
P -1.079 1.085 2.736 0.16
C -1.959 0.984 4.314 -1.40
C 0.626 0.586 3.065 0.29
C 0.619 -0.919 3.331 -1.61
P -0.461 -1.785 2.119 1.16
C -1.414 -2.986 3.087 -1.36
C 0.630 -2.829 1.131 -1.24
H -0.690 3.419 3.118 0.57
H -2.137 3.150 2.127 0.37
H -0.529 2.998 1.399 0.03
H -1.368 1.492 5.078 0.50
H -2.120 -0.050 4.617 0.32
H -2.924 1.486 4.245 0.44
H 1.036 1.150 3.905 0.91
H 1.199 0.794 2.161 -0.53
H 0.238 -1.146 4.330 0.47
H 1.625 -1.332 3.266 0.61
H -0.740 -3.668 3.608 0.51
H -2.050 -3.572 2.422 0.37
H -2.043 -2.480 3.819 0.34
H 1.236 -3.411 1.828 0.72
H 1.277 -2.197 0.526 -0.03
H 0.058 -3.525 0.518 0.39
Br -7.518 3.328 -0.093 -0.04
C -5.923 2.431 0.244 -0.74
C -5.673 1.872 1.490 -0.85
C -4.484 1.201 1.664 -0.73
N -3.550 1.067 0.709 0.71
C -3.772 1.646 -0.487 0.53
C -4.957 2.321 -0.745 -0.48
C -2.676 1.600 -1.497 0.57
C -2.792 2.212 -2.739 -0.88
C -1.685 2.226 -3.576 -0.91
Br -1.793 3.039 -5.253 -0.06
C -0.499 1.653 -3.144 -1.32
C -0.487 1.044 -1.902 0.09
N -1.555 0.993 -1.106 0.71
H -6.384 1.953 2.299 0.56
H -4.264 0.730 2.613 0.53
H -5.135 2.782 -1.703 0.59
H -3.703 2.687 -3.066 0.56
H 0.395 1.682 -3.752 0.74
H 0.419 0.597 -1.509 0.13
C -6.911 -2.175 0.167 -0.53
C -6.110 -2.110 1.315 -0.79
C -4.757 -1.913 1.200 -0.18
C -4.168 -1.872 -0.087 0.04
C -4.993 -1.911 -1.242 -0.05
C -6.358 -2.050 -1.104 -1.01
N -2.806 -1.780 -0.196 -0.36
C -2.220 -2.483 -1.169 -0.43
C -0.916 -2.109 -1.623 2.33
C -0.389 -2.722 -2.723 -0.88
C -1.084 -3.775 -3.344 -0.70
C -2.300 -4.247 -2.844 -0.98
C -2.862 -3.630 -1.758 -0.35
H -7.981 -2.298 0.272 0.47
H -6.563 -2.217 2.291 0.53
H -4.109 -1.875 2.066 0.45
H -4.549 -1.718 -2.211 0.66
H -6.996 -2.044 -1.977 0.49
H -0.396 -1.304 -1.115 -0.78
H 0.570 -2.411 -3.114 0.60
H -0.637 -4.272 -4.197 0.50
H -2.764 -5.121 -3.279 0.48
H -3.730 -4.058 -1.274 0.73
O 1.716 -0.111 0.170 -0.63
P 3.006 0.469 -0.352 -2.33
N 2.757 1.923 -1.077 0.91
C 3.589 2.476 -2.167 -0.27
C 3.349 3.982 -2.072 -0.90
C 1.931 4.077 -1.514 -0.79
C 1.908 2.955 -0.481 0.83
N 4.106 0.718 0.836 0.81
C 4.444 -0.328 1.812 0.21
C 5.185 0.438 2.902 -0.69
C 5.940 1.499 2.103 -0.75
C 4.935 1.925 1.032 -0.20
N 3.698 -0.521 -1.465 0.65
C 5.156 -0.628 -1.696 -0.34
C 5.320 -1.934 -2.486 -0.77
C 4.048 -2.722 -2.178 -0.98
C 2.996 -1.620 -2.127 0.76
H 3.266 2.076 -3.132 0.31
H 4.642 2.227 -2.041 0.18
H 3.476 4.484 -3.028 0.46
H 4.053 4.426 -1.364 0.29
H 1.201 3.873 -2.303 0.15
H 1.703 5.050 -1.084 0.46
H 0.908 2.553 -0.311 -1.21
H 2.304 3.305 0.481 0.46
H 5.090 -1.094 1.369 0.31
H 3.539 -0.823 2.168 -0.55
H 5.839 -0.201 3.491 0.43
H 4.471 0.913 3.579 0.25
H 6.820 1.055 1.635 0.30
H 6.273 2.338 2.709 0.41
H 5.433 2.227 0.110 0.19
H 4.325 2.764 1.377 0.28
H 5.686 -0.656 -0.742 0.24
H 5.535 0.222 -2.264 0.18
H 6.230 -2.464 -2.212 0.40
H 5.372 -1.720 -3.554 0.31
H 4.121 -3.203 -1.199 0.34
H 3.834 -3.487 -2.923 0.43
H 2.108 -1.886 -1.553 -0.93
H 2.690 -1.338 -3.145 0.35
```

Energy, eV: -224556.55890
Lowest unoccupied orbital energy (spin up / spin down), eV: -11.19 / -11.18
Net charge: +3
HOMO level (spin up / spin down), eV: -15.01 / -15.01



Entry 2:
Here is a structure of composition C17H18GaO4 from the OMol25 dataset. Energies are from ωB97M-V with the def2-TZVPD basis set.

XYZ file:
```
40
Properties=species:S:1:pos:R:3:mulliken_charge:R:1
C -4.373 -1.426 -3.834 -1.38
C -3.559 -2.621 -3.344 0.64
O -4.381 -3.779 -3.188 -0.56
C -2.837 -2.265 -2.045 -0.86
O -2.092 -3.275 -1.486 -0.55
Ga -0.309 -3.524 -2.115 0.39
H -5.163 -1.763 -4.505 0.37
H -4.832 -0.899 -2.991 0.28
H -3.741 -0.713 -4.367 0.34
H -2.821 -2.901 -4.101 0.26
H -4.570 -3.883 -2.246 0.33
H -2.243 -1.354 -2.266 0.35
H -3.630 -1.939 -1.337 0.32
H -0.275 -3.144 -3.682 -0.32
H 0.096 -5.043 -1.811 -0.31
H 0.605 -2.493 -1.263 -0.22
C 4.744 4.062 2.080 -0.45
C 5.006 3.440 0.863 -0.47
C 4.141 2.476 0.375 -0.53
C 3.011 2.124 1.103 0.19
C 2.750 2.744 2.322 0.17
C 3.620 3.716 2.807 -0.58
C 1.545 2.383 3.129 0.65
O 1.312 2.946 4.179 -0.69
C 0.657 1.316 2.594 0.31
C -0.452 0.945 3.346 -0.58
C -1.300 -0.047 2.882 -0.52
C -1.044 -0.671 1.668 -0.33
C 0.059 -0.310 0.910 -0.53
C 0.912 0.690 1.367 0.25
C 2.089 1.081 0.539 0.40
O 2.303 0.600 -0.548 -0.61
H 5.421 4.818 2.459 0.39
H 5.887 3.710 0.295 0.39
H 4.317 1.978 -0.569 0.49
H 3.391 4.184 3.756 0.46
H -0.627 1.446 4.288 0.45
H -2.163 -0.337 3.469 0.39
H -1.696 -1.453 1.299 0.50
H 0.237 -0.815 -0.033 0.17
```

Energy, eV: -78488.08638
Lowest unoccupied orbital energy, eV: 1.12
Net charge: -1
HOMO level, eV: -4.75



Entry 3:
Here is a structure of composition C38H31N3O2P2Ru from the OMol25 dataset. Energies are from ωB97M-V with the def2-TZVPD basis set.

XYZ file:
```
77
Properties=species:S:1:pos:R:3:mulliken_charge:R:1
Ru 1.059 0.158 -1.012 0.55
O 2.964 0.029 -0.830 -0.64
C 3.913 0.951 -0.931 0.84
C 5.234 0.527 -0.847 -0.57
C 6.259 1.442 -0.916 -0.38
C 6.020 2.827 -1.073 -0.82
C 4.740 3.264 -1.168 -0.95
C 3.638 2.350 -1.107 0.52
C 2.368 2.896 -1.265 -0.30
N 1.234 2.188 -1.288 0.51
N 0.133 2.885 -1.509 -0.85
C -0.934 2.038 -1.606 0.44
O -0.771 0.761 -1.495 -0.68
C -2.237 2.577 -1.867 0.48
C -2.431 3.968 -1.907 -0.34
C -3.695 4.469 -2.145 -0.83
C -4.756 3.595 -2.353 -0.35
C -4.567 2.213 -2.322 -0.85
C -3.314 1.699 -2.076 -0.21
H 5.428 -0.530 -0.728 0.51
H 7.280 1.089 -0.846 0.42
H 6.847 3.519 -1.123 0.44
H 4.527 4.317 -1.300 0.40
H 2.257 3.966 -1.407 0.44
H -1.595 4.632 -1.744 0.50
H -3.857 5.538 -2.177 0.45
H -5.743 3.994 -2.549 0.45
H -5.404 1.550 -2.492 0.45
H -3.145 0.630 -2.051 0.54
N -0.864 -1.299 0.775 -0.03
P -0.040 0.077 1.385 1.19
C 0.614 -0.388 2.987 0.58
C -0.241 -0.501 4.085 -0.62
C 0.257 -0.957 5.294 -0.64
C 1.603 -1.287 5.410 -0.55
C 2.458 -1.160 4.324 -0.66
C 1.965 -0.710 3.108 -0.20
C -1.301 1.326 1.660 0.20
C -2.636 1.114 1.336 -0.25
C -3.561 2.136 1.512 -0.60
C -3.148 3.368 1.998 -0.63
C -1.811 3.586 2.316 -0.71
C -0.887 2.569 2.148 -0.55
P -0.028 -1.904 -0.564 1.21
C 0.890 -3.356 -0.076 0.52
C 2.249 -3.256 0.218 -0.05
C 2.938 -4.372 0.668 -0.80
C 2.271 -5.578 0.826 -0.56
C 0.918 -5.681 0.524 -0.71
C 0.223 -4.575 0.064 -0.63
C -1.228 -2.369 -1.804 0.60
C -2.563 -2.604 -1.487 -0.12
C -3.447 -2.998 -2.481 -0.79
C -3.000 -3.152 -3.786 -0.52
C -1.669 -2.912 -4.106 -0.77
C -0.782 -2.520 -3.116 -0.58
H -1.300 -1.941 1.432 0.43
H -1.285 -0.218 4.002 0.42
H -0.399 -1.045 6.150 0.43
H 1.988 -1.637 6.359 0.41
H 3.506 -1.406 4.427 0.44
H 2.629 -0.604 2.257 0.19
H -2.952 0.156 0.940 0.33
H -4.602 1.968 1.271 0.51
H -3.871 4.162 2.136 0.45
H -1.495 4.546 2.703 0.46
H 0.153 2.737 2.410 0.46
H 2.770 -2.314 0.087 0.14
H 3.995 -4.304 0.891 0.44
H 2.809 -6.449 1.174 0.41
H 0.408 -6.629 0.636 0.44
H -0.824 -4.668 -0.199 0.39
H -2.919 -2.471 -0.472 0.32
H -4.484 -3.187 -2.236 0.47
H -3.692 -3.462 -4.558 0.44
H -1.326 -3.031 -5.124 0.45
H 0.257 -2.340 -3.371 0.42
```

Energy, eV: -69619.99051
Lowest unoccupied orbital energy (spin up / spin down), eV: -6.35 / -8.64
Spin multiplicity: 5
Net charge: +2
HOMO level (spin up / spin down), eV: -13.16 / -14.16



Entry 4:
Here is a cluster of 2 separate species, C6H12N2O in total at a distorted geometry from the OMol25 dataset. Energies are from ωB97M-V with the def2-TZVPD basis set.

XYZ file:
```
21
Properties=species:S:1:pos:R:3:mulliken_charge:R:1
C -0.316 1.533 0.296 -0.17
C 0.191 1.732 -1.117 -1.07
C -1.256 0.355 0.452 0.42
C -2.513 0.315 0.982 -0.75
C -2.054 -1.602 0.037 -0.28
N -0.987 -0.866 -0.134 -0.46
N -3.011 -0.951 0.755 -0.06
H 0.522 1.332 0.992 0.22
H -0.902 2.377 0.688 0.26
H 0.314 2.727 -1.573 0.34
H -3.020 1.083 1.512 0.42
H -2.231 -2.583 -0.349 0.42
H -3.944 -1.272 0.933 0.19
H -0.385 1.077 -1.774 0.33
H 1.177 1.342 -1.326 0.19
C 2.796 -0.906 0.178 -0.40
O 3.970 -1.400 -0.527 -0.55
H 3.777 -2.172 -1.046 0.28
H 3.326 -0.152 0.754 0.23
H 2.236 -0.359 -0.572 0.15
H 2.312 -1.610 0.838 0.28
```

SMILES: CCc1c[nH]cn1.CO
Energy, eV: -11443.34591
Lowest unoccupied orbital energy, eV: 0.80
Energy relative to the best compared isomer or geometry (same formula, charge and spin), kJ/mol: 127.8
HOMO level, eV: -8.75



> Among the records above, which one has the lowest energy?

C40H56Br2N6OP3Pt